# 1
The following is a DFT calculation (wB97M-V/def2-TZVPD) of a structure of composition C31H33BrN4O4V.

E_LUMO (spin up / spin down), eV: -0.762 / -0.744
Kohn-Sham gap (spin up / spin down), eV: 4.92 / 6.99
E_HOMO (spin up / spin down), Ha: -0.2088 / -0.2840
Total charge: 0
Multiplicity: 4

Positions of all 74 atoms, in Å:
V  0.432995  -0.723891  -1.318056
C  7.249577  -0.777926  0.483628
C  5.667579  -0.780464  0.414393
C  4.803166  -0.748095  1.547330
C  3.469371  -1.017574  1.373946
C  2.692047  -1.398687  2.517406
N  1.392995  -1.371554  2.622100
C  0.836530  -2.019405  3.818098
C  -0.667780  -2.078445  3.531454
C  -0.883333  -2.620760  2.151797
N  -2.299363  -3.187720  1.901987
C  -3.348563  -2.785959  1.121019
C  -3.476403  -1.522212  0.424244
C  -4.804415  -0.846910  0.472165
C  -5.193074  0.309390  -0.267368
C  -6.653111  0.696573  -0.047190
C  -4.133751  0.954054  -1.055050
C  -2.834034  0.446274  -0.942580
C  -1.807846  1.062329  -1.749140
N  -0.612681  0.744855  -1.972106
C  0.151093  1.581347  -3.039267
C  0.425398  0.661745  -4.251858
C  1.796621  -0.325495  -4.188005
N  1.990709  -0.388300  -2.758099
C  3.196916  -0.490034  -2.389595
C  3.619291  -0.738706  -0.941713
C  4.925445  -0.567585  -0.779287
C  2.742294  -1.182297  0.132200
O  1.640090  -1.732398  -0.063621
C  -2.432038  -0.720990  -0.229267
O  -1.151847  -0.997335  -0.314912
H  7.563979  -0.020301  -0.343448
H  7.611276  -0.476398  1.457424
H  7.644575  -1.743738  0.346450
H  4.995093  -0.753272  2.452111
H  3.293901  -2.152657  3.157557
H  0.947714  -0.457355  2.312639
H  1.238184  -2.967826  4.006418
H  1.044984  -1.446187  4.810555
H  -1.060199  -2.647498  4.391093
H  -0.900518  -1.073553  3.820338
H  -0.912210  -1.618244  1.610047
H  -0.283952  -3.294161  1.674843
H  -2.421476  -3.627953  2.743914
H  -4.120850  -3.513638  1.280579
H  -5.569852  -1.445288  0.799618
H  -6.836864  1.265909  0.841552
H  -6.791158  1.403759  -0.897506
H  -7.300775  -0.217187  0.022334
H  -4.084144  1.757028  -1.661205
H  -2.047198  2.086924  -2.153231
H  -0.360121  2.528438  -3.302577
H  1.179987  1.629601  -2.533019
H  -0.520538  0.065973  -4.447792
H  0.640778  1.079910  -5.226260
H  1.834172  -1.305792  -4.768408
H  2.638326  0.183695  -4.796175
H  4.054365  -0.336220  -3.092632
H  5.201386  -0.466708  -1.994527
H  0.460130  -1.763008  -2.487308
Br  -4.190077  4.796042  -0.358873
C  -2.522462  3.999623  0.336849
C  -2.550178  2.901098  1.190846
C  -1.408390  2.075018  1.214629
C  -0.236994  2.559703  0.571472
C  -0.190189  3.661081  -0.191844
C  -1.431245  4.319811  -0.493675
C  1.065298  1.760719  0.611328
O  1.608186  1.147405  -0.304311
O  1.606974  1.768525  1.785234
H  -3.550667  2.681157  1.567197
H  -1.247371  1.085089  1.767053
H  0.706476  3.977428  -0.747762
H  -1.532236  5.159225  -1.176178

Forces on the atoms, in the same order (eV/Å):
0.680 0.665 0.854
-2.277 2.584 -1.389
0.362 1.370 1.563
0.051 -1.275 -10.203
-4.051 -0.075 0.455
2.147 -2.185 -0.756
1.231 1.626 1.781
-1.218 2.018 1.022
1.606 -1.734 2.904
-5.281 4.738 -1.488
3.562 1.474 -0.491
0.882 1.068 0.154
-0.843 1.523 0.351
3.509 0.562 -3.031
2.213 -0.644 0.622
0.858 0.299 -1.915
-1.064 -3.698 3.712
0.338 -1.496 0.113
-1.755 2.877 -0.060
1.264 1.187 -3.398
1.790 -1.847 1.356
-0.143 -2.625 -1.781
-1.537 2.083 -1.160
1.838 -1.201 -0.337
0.288 -0.167 2.366
-2.896 -0.082 -1.795
2.767 -0.685 -3.240
3.119 1.113 -0.921
-0.741 -0.150 0.649
-0.955 0.172 -0.307
-0.507 -1.497 1.030
-0.015 -1.533 1.553
-0.090 0.476 0.174
0.425 -1.210 -0.716
3.166 0.155 8.473
-1.356 1.543 -0.136
0.550 -1.321 -0.093
0.880 -1.467 -0.459
-0.329 -0.488 -1.827
-0.298 -0.310 -0.455
-1.327 0.813 -1.032
0.562 -1.891 -0.248
2.417 -1.486 -0.544
-1.779 -1.889 1.811
-0.966 0.445 -0.322
-1.797 -1.189 1.392
0.249 0.341 0.661
-1.121 -0.703 0.454
0.434 1.007 -0.633
-1.346 2.916 -1.822
-0.531 -0.985 0.120
0.380 -0.526 0.324
-1.575 1.221 -0.608
1.227 0.263 0.350
-0.455 1.295 0.052
-1.162 0.812 1.377
-0.947 -0.056 1.541
-0.851 -0.265 0.199
1.591 0.049 4.020
-0.722 -1.200 -0.541
0.555 -0.369 0.906
0.188 0.184 -2.436
-0.039 -0.618 -0.560
0.938 0.338 0.808
0.528 -2.539 0.373
-1.922 2.532 -2.485
0.756 -0.050 2.270
0.989 0.336 5.476
-0.589 -1.117 -2.806
-1.407 -0.103 -1.386
0.579 -0.438 0.380
-0.896 1.653 -0.702
-0.375 -0.360 0.440
0.245 -0.269 -0.004

Results of the Mulliken charge analysis, in e, for atoms 1 through 4:
1 V 0.051
2 C -1.314
3 C -0.145
4 C -1.447

---

# 2
The following is a DFT calculation (wB97M-V/def2-TZVPD) of a structure of composition C31H33Cl2N2O3PSc.

E_LUMO, eV: -8.989
Kohn-Sham gap, eV: 5.95
E_HOMO, Ha: -0.5490
Total charge: +3
Multiplicity: 1

Positions of all 73 atoms, in Å:
Sc  -0.613234  0.994153  0.531765
Cl  -1.115806  1.899778  2.843818
C  -1.311396  0.442134  3.895260
C  -2.035480  0.642491  5.048434
C  -2.236150  -0.455317  5.877322
C  -1.735764  -1.701374  5.524842
C  -1.004858  -1.855798  4.356416
C  -0.759239  -0.772419  3.511044
P  0.272338  -0.948588  2.024907
C  -0.385898  -2.349404  1.110568
C  -1.299343  -2.075465  0.093002
C  -1.890841  -3.083892  -0.647068
C  -1.546216  -4.400249  -0.363970
C  -0.616748  -4.690841  0.628156
C  -0.029890  -3.670531  1.364036
C  1.955910  -1.301628  2.506844
C  2.342689  -1.499006  3.828678
C  3.667991  -1.806332  4.106341
C  4.594078  -1.902255  3.078135
C  4.208067  -1.690394  1.757816
C  2.890161  -1.385996  1.468539
H  -2.427940  1.616396  5.306073
H  -2.791582  -0.327989  6.796651
H  -1.911781  -2.555182  6.164607
H  -0.612516  -2.831328  4.095284
H  -1.538424  -1.036736  -0.184089
H  -2.589553  -2.861093  -1.441425
H  -1.993967  -5.203512  -0.933543
H  -0.343562  -5.718803  0.824817
H  0.714214  -3.900791  2.117603
H  1.634127  -1.408892  4.642194
H  3.975350  -1.969581  5.130191
H  5.624689  -2.139662  3.305281
H  4.933287  -1.764192  0.958578
H  2.593648  -1.236161  0.434545
N  -3.890115  4.270874  -1.941569
C  -2.760241  3.622156  -2.699636
C  -1.752949  3.026206  -1.729059
N  -2.366643  2.055105  -0.774843
C  -3.502845  2.705454  -0.064547
C  -4.544005  3.283424  -1.010883
H  -4.580166  4.657001  -2.593392
H  -3.534368  5.069683  -1.406308
H  -2.295819  4.372083  -3.337470
H  -3.212119  2.858851  -3.333718
H  -1.269334  3.812204  -1.143883
H  -0.983468  2.519965  -2.309505
H  -2.746959  1.288329  -1.335472
H  -3.090297  3.492079  0.571986
H  -3.995411  1.985091  0.587550
H  -5.339933  3.789789  -0.468036
H  -4.988227  2.513219  -1.642065
C  3.714709  1.614956  -4.070338
C  2.709172  0.492662  -4.013939
C  2.053978  0.083071  -5.175861
C  1.201442  -1.007242  -5.174677
Cl  0.394863  -1.462872  -6.634841
C  1.011712  -1.754513  -4.022216
C  1.643072  -1.351524  -2.858441
C  2.445717  -0.225763  -2.857566
O  3.047835  0.096827  -1.629841
C  2.772882  1.327344  -1.056561
C  1.347196  1.462714  -0.619245
O  0.988376  2.203410  0.371616
O  0.402872  0.765341  -1.153856
H  4.031036  1.781475  -5.097647
H  4.603890  1.378003  -3.484896
H  3.315000  2.566756  -3.709180
H  2.243025  0.605212  -6.105202
H  0.393514  -2.641334  -4.043865
H  1.525196  -1.916286  -1.941059
H  3.006866  2.187778  -1.697447
H  3.384184  1.420930  -0.155745

Forces on the atoms, in the same order (eV/Å):
-0.378 0.368 0.011
-0.041 0.083 0.338
-0.053 -0.010 -0.017
-0.005 0.012 0.006
0.014 -0.023 -0.011
-0.010 0.019 -0.008
-0.020 -0.045 0.046
0.138 -0.009 -0.004
-0.342 -0.225 0.193
0.011 -0.051 -0.059
0.055 0.068 -0.018
0.063 -0.027 0.035
-0.003 -0.013 -0.001
0.003 0.010 0.005
-0.017 -0.046 -0.025
0.083 0.131 -0.089
0.041 0.042 0.062
-0.013 0.007 0.013
0.002 0.006 -0.016
-0.007 0.006 0.032
0.002 -0.047 -0.006
-0.008 -0.006 -0.004
-0.007 -0.008 -0.006
0.011 0.002 0.005
-0.003 0.008 0.005
-0.167 -0.086 -0.023
-0.008 0.005 0.003
0.003 -0.005 0.006
-0.001 0.001 -0.006
-0.008 0.000 0.000
0.003 -0.017 -0.030
0.005 0.007 0.000
-0.002 -0.007 -0.003
-0.005 -0.005 -0.001
0.001 -0.013 -0.007
0.064 0.010 0.066
-0.078 0.007 0.008
-0.026 -0.048 0.043
-0.079 -0.027 0.009
0.058 -0.020 -0.001
0.023 0.016 -0.088
-0.001 -0.048 -0.012
-0.038 0.009 -0.033
0.013 0.010 0.014
0.008 0.004 -0.019
0.017 0.006 0.000
0.020 -0.008 0.007
0.009 0.013 0.027
-0.011 -0.001 0.025
0.002 -0.013 0.001
0.018 0.017 0.023
-0.031 0.002 0.011
-0.009 -0.024 0.014
0.103 0.107 -0.149
0.011 0.057 -0.019
-0.001 0.015 -0.076
0.027 0.004 0.047
0.012 -0.029 0.115
-0.101 -0.116 -0.085
0.055 0.029 0.155
0.056 -0.290 -0.126
0.089 0.264 0.076
-0.072 0.037 -0.119
0.195 -0.142 -0.241
0.384 -0.037 -0.068
0.004 -0.010 0.000
-0.024 -0.002 0.022
-0.021 -0.007 -0.030
-0.010 0.005 0.008
0.001 0.002 -0.008
-0.015 0.005 -0.005
-0.024 0.008 0.023
0.036 0.059 -0.038

Results of the Mulliken charge analysis, in e, for atoms 1 through 4:
1 Sc -0.682
2 Cl -0.149
3 C 0.998
4 C -0.828

---

# 3
The following is a DFT calculation (wB97M-V/def2-TZVPD) of a structure of composition C31H33F10KN6O8P2.

E_LUMO, eV: 3.730
Kohn-Sham gap, eV: 5.23
E_HOMO, Ha: -0.0550
Total charge: -2
Multiplicity: 1

Positions of all 91 atoms, in Å:
K  0.541735  -0.646817  0.378719
C  0.504145  1.087500  -2.069668
N  -0.332436  -0.041232  -2.453041
C  -1.483719  0.363636  -3.257750
C  -2.811170  0.375437  -2.511927
N  -2.770160  1.288115  -1.390880
C  -3.797718  1.350061  -0.568868
C  -3.760438  2.272207  0.535307
F  -2.669862  3.063614  0.651249
C  -4.745938  2.420442  1.476669
F  -4.602727  3.337051  2.457776
C  -5.894532  1.643857  1.448537
F  -6.875662  1.792023  2.373335
C  -5.996780  0.732724  0.420425
F  -7.091278  -0.054648  0.356324
C  -5.011528  0.588979  -0.536323
F  -5.231619  -0.375850  -1.473869
C  0.415969  -1.163825  -3.002318
C  -0.285895  -2.494311  -2.744806
N  -0.224293  -2.777544  -1.319559
C  -0.759351  -3.876110  -0.816655
C  -0.632030  -4.117433  0.594681
F  0.068461  -3.210557  1.324949
C  -1.163113  -5.190932  1.264380
F  -0.977119  -5.316899  2.589965
C  -1.891404  -6.161526  0.593915
F  -2.421488  -7.224654  1.245545
C  -2.046996  -5.998483  -0.764904
F  -2.744272  -6.925034  -1.452613
C  -1.512029  -4.918261  -1.441066
F  -1.744222  -4.876622  -2.781522
H  0.955828  1.605584  -2.937207
H  1.320576  0.746653  -1.428089
H  -0.107130  1.800976  -1.517208
H  -1.576274  -0.334860  -4.097404
H  -1.311553  1.363121  -3.686682
H  -3.021102  -0.664011  -2.219959
H  -3.590002  0.646176  -3.244687
H  1.387868  -1.208504  -2.500052
H  0.607815  -1.047056  -4.085543
H  0.213535  -3.265342  -3.351141
H  -1.316498  -2.425674  -3.128104
C  4.938667  -1.251721  3.193045
C  3.635507  -1.311637  2.422192
O  3.094435  -2.650608  2.622166
P  3.942569  -1.185025  0.623227
O  5.109318  -0.125023  0.334101
O  4.777868  -2.538141  0.321821
O  2.762466  -1.020106  -0.254423
P  2.460338  0.126940  3.097712
O  2.985460  1.051048  1.789887
O  1.089298  -0.664980  2.672217
O  0.681079  0.777893  2.879952
H  5.636565  -2.033507  2.879164
H  4.722148  -1.372424  4.258541
H  5.418622  -0.281122  3.049522
H  2.131581  -2.631531  2.526004
H  4.686447  0.752418  0.348373
H  4.319416  -3.266288  0.777947
H  2.269996  1.618525  1.441298
N  -5.466530  -0.772407  4.893185
C  -4.950758  -0.979367  3.885071
C  -4.310800  -1.265790  2.617723
C  -5.013155  -1.907150  1.600624
C  -4.363934  -2.172058  0.413432
C  -3.036129  -1.784871  0.280030
N  -2.360257  -1.166000  1.250580
C  -2.983118  -0.913275  2.397764
H  -6.051437  -2.176011  1.748332
H  -4.873767  -2.653968  -0.409322
H  -2.479881  -1.962206  -0.639360
H  -2.410770  -0.397303  3.166033
O  1.449328  2.736508  0.308874
C  1.342434  3.794734  0.925821
C  2.441217  4.829738  0.952821
C  3.212056  4.772799  2.286450
C  2.522971  5.515876  3.436123
C  1.146714  4.973564  3.825590
C  0.119255  5.059036  2.696537
N  0.254596  4.013385  1.696703
H  2.034205  5.834278  0.798737
H  3.092210  4.591728  0.115189
H  4.204894  5.200249  2.134828
H  3.364189  3.723267  2.559639
H  2.414783  6.570903  3.153079
H  3.172699  5.495139  4.314141
H  0.771097  5.533267  4.687350
H  1.229992  3.925634  4.133042
H  0.176842  6.041569  2.219554
H  -0.886964  4.968354  3.099038
H  -0.414203  3.254827  1.690268

Forces on the atoms, in the same order (eV/Å):
-2.084 0.160 -0.916
-0.202 -0.157 -0.077
0.175 0.151 0.009
0.095 -0.019 0.026
0.028 -0.135 0.186
-0.220 0.063 0.081
0.272 -0.132 -0.028
-0.039 -0.009 -0.088
0.151 0.115 0.085
0.173 0.022 -0.028
0.030 0.053 0.049
-0.075 0.014 0.033
-0.025 0.011 -0.002
0.057 0.098 -0.201
-0.121 -0.101 -0.024
-0.104 0.230 -0.018
-0.192 0.061 -0.155
-0.022 -0.031 0.164
-0.039 -0.070 0.236
-0.124 -0.269 0.012
0.133 0.244 -0.111
0.015 -0.001 -0.024
0.010 -0.112 0.026
0.096 0.185 -0.053
0.026 0.008 0.129
0.009 0.009 -0.009
-0.029 -0.078 0.052
0.038 0.100 -0.129
-0.075 -0.087 -0.097
-0.008 -0.031 0.071
-0.029 -0.019 -0.115
-0.004 -0.023 -0.019
0.017 0.195 -0.277
0.045 -0.001 -0.045
-0.045 0.030 -0.046
0.056 -0.012 0.026
0.036 0.094 -0.043
-0.041 0.015 -0.035
-0.056 0.026 -0.037
-0.034 0.065 -0.042
0.011 -0.013 0.008
0.008 -0.023 0.014
0.073 0.005 0.061
-0.236 -0.137 -0.065
0.152 0.275 -0.046
0.011 -0.462 -0.265
-0.135 0.190 0.063
-0.160 0.091 0.133
1.303 -0.289 0.092
0.075 -0.092 -0.086
-0.091 0.044 0.250
0.453 0.369 1.208
0.122 -0.277 -0.100
-0.020 0.027 0.019
0.005 -0.005 -0.058
-0.010 -0.029 0.008
0.020 0.113 -0.038
0.076 -0.217 0.091
0.083 0.195 -0.091
0.097 -0.069 -0.028
0.067 -0.033 -0.097
0.125 -0.032 -0.264
-0.179 0.035 0.312
-0.045 -0.183 0.064
0.071 -0.243 0.129
0.173 0.061 0.159
0.045 -0.036 0.019
0.135 0.127 -0.175
0.026 0.010 -0.019
0.027 0.011 0.056
-0.054 0.022 0.191
-0.021 -0.084 -0.094
0.290 0.424 -0.226
-0.510 -0.431 0.481
0.006 0.035 0.082
-0.126 -0.061 0.024
-0.040 -0.030 -0.095
0.075 -0.128 -0.089
-0.028 -0.085 -0.066
0.209 0.179 -0.096
0.001 -0.015 -0.007
0.058 -0.005 0.005
0.015 0.047 -0.004
0.015 0.022 -0.015
0.006 0.008 0.014
0.041 -0.017 -0.001
0.014 0.023 -0.034
-0.015 0.043 0.015
-0.015 0.074 -0.034
-0.041 -0.028 0.010
-0.058 -0.060 0.018

Results of the Mulliken charge analysis, in e, for atoms 1 through 4:
1 K 1.392
2 C -1.789
3 N 1.656
4 C -2.030

---

Computed ΔE to the lowest compared entry with this formula, charge and spin, in the same sequence as the records: 695.6, 9.8, 629.1 kJ/mol.